# 1
15
Properties=species:S:1:pos:R:3:mulliken_charge:R:1 method="wB97M-V/def2-TZVPD" relative_energy_kcal_mol=99.3 energy_ha=-668.58024 lumo_energy_ev=0.94 gap_ev=10.1
H 1.844 1.157 -0.974 0.15
H -1.518 -1.413 -1.526 0.24
H 1.418 -1.978 0.827 0.25
H -0.203 -2.234 -0.023 0.19
H -2.835 -0.355 -1.947 0.21
S 1.566 1.030 0.379 -0.26
O -1.014 0.772 -1.606 -0.41
H -1.668 0.915 0.360 0.51
C -1.767 -0.490 -1.387 -0.51
C 0.173 -0.279 0.299 0.25
H 0.780 -0.759 2.389 0.34
C -1.107 0.308 -0.299 0.14
H -1.006 -0.747 2.361 0.23
C -0.038 -0.819 1.748 -0.87
C 0.448 -1.594 0.527 -0.46

=====

# 2
9
Properties=species:S:1:pos:R:3:mulliken_charge:R:1 method="wB97M-V/def2-TZVPD" relative_energy_kcal_mol=48.5 energy_ha=-280.30350 lumo_energy_ev=0.39 gap_ev=11.2
N -0.863 2.576 -0.354 -0.34
H 0.066 0.287 1.590 0.25
H -0.512 -1.292 -1.178 0.24
N -0.498 -1.140 -0.147 -0.56
N 2.256 -0.604 -0.576 -0.38
C -0.435 1.561 0.005 0.11
H -1.375 -1.406 0.243 0.22
C 0.043 0.217 0.465 0.33
C 1.318 -0.199 -0.049 0.14

=====

# 3
78
Properties=species:S:1:pos:R:3:mulliken_charge:R:1 method="wB97M-V/def2-TZVPD" relative_energy_kcal_mol=17.4 energy_ha=-2554.94806 lumo_energy_ev=-0.48 gap_ev=4.6
C -5.308 -0.549 2.947 -0.43
C -1.893 -3.945 -1.707 -0.61
C 2.037 3.651 1.111 -0.72
H -2.750 4.078 1.652 0.24
H 2.134 0.829 -0.786 -0.60
S 5.717 -0.096 0.503 -0.45
H 7.116 -1.627 -4.415 0.31
C -2.564 4.122 2.724 0.11
C 2.356 -3.383 0.358 -1.50
H 0.529 4.026 2.632 0.40
C 6.480 -0.781 -4.717 -0.52
H -0.380 1.085 -0.354 1.28
H 4.536 -0.613 -5.757 0.31
H -3.194 6.202 5.368 0.37
C 0.087 2.290 1.437 0.96
H -1.442 -3.572 1.664 0.42
H 3.993 0.817 -4.789 0.50
H -4.065 0.476 0.227 1.01
C -5.279 -2.478 1.483 -0.21
C 3.897 0.708 -3.708 -0.99
C 3.517 -1.898 -3.526 -0.55
P -1.264 1.580 2.468 0.16
H 3.016 -3.479 -0.521 0.23
C -1.502 -4.254 -0.399 -0.51
H -1.894 4.421 6.543 0.38
H 5.535 -1.997 -6.168 0.39
H -3.619 6.010 2.914 0.37
H 4.741 -3.370 -4.402 0.33
H 2.980 -2.646 -2.902 0.20
C -6.655 -2.648 1.691 -0.64
H -7.225 -0.046 3.825 0.38
C 4.184 -0.550 0.275 -0.07
H -2.792 -2.481 -3.015 0.44
H 7.007 -0.269 -5.541 0.33
C 3.011 -0.488 -3.323 1.01
C 1.722 1.656 -0.198 1.72
N 3.046 -0.930 0.145 -0.41
C 0.868 3.379 1.822 -0.74
C -6.676 -0.728 3.168 -0.67
C -2.095 4.335 5.469 -0.52
H 3.480 2.902 -0.326 0.46
H -1.096 2.427 5.289 0.36
H -1.773 -4.693 -2.492 0.42
C 6.334 0.096 -3.511 -0.62
C 5.194 -1.376 -5.331 -0.85
H -7.180 -3.462 1.179 0.37
H -3.179 -0.827 -1.216 0.43
H 3.345 1.594 -3.374 0.44
C -1.740 -3.346 0.630 -0.29
C 5.214 0.655 -3.057 -0.12
H 5.246 1.124 -2.070 0.32
H 1.491 -4.078 0.378 0.37
C -7.355 -1.784 2.540 -0.41
H 7.270 0.333 -2.986 0.36
C -2.478 -2.712 -1.994 -0.76
H -8.425 -1.928 2.708 0.36
C 4.415 -2.312 -4.430 -0.37
H 2.582 4.565 1.325 0.39
H 2.994 -3.451 1.264 0.36
C -2.388 -2.121 0.343 -0.45
H 2.811 -0.473 -2.238 -0.76
H -4.751 -3.154 0.807 0.31
C 0.391 1.631 0.226 -2.65
C -1.638 3.217 4.764 -0.39
H -2.444 2.472 0.480 0.77
H -4.802 0.300 3.412 0.41
Ba 0.476 -1.151 0.822 1.52
P -2.802 -1.021 1.763 0.47
C -2.817 5.342 4.807 -0.43
C -3.051 5.228 3.431 -0.68
C -3.176 0.490 0.870 -0.82
H 2.044 -0.321 -3.829 0.36
C -4.587 -1.431 2.110 0.28
C 2.518 2.745 0.161 -0.87
C -1.857 3.100 3.374 0.19
H -1.042 -5.215 -0.161 0.47
C -2.420 1.587 1.112 -0.82
C -2.710 -1.786 -0.977 0.19

=====

# 4
68
Properties=species:S:1:pos:R:3:mulliken_charge:R:1 method="wB97M-V/def2-TZVPD" relative_energy_kcal_mol=0.0 energy_ha=-2580.92252 lumo_energy_ev=2.23 gap_ev=6.4 charge=-1
H -4.092 5.319 0.464 0.37
O 2.426 -2.909 1.251 -0.46
H 1.109 -5.156 2.906 0.31
N -0.927 0.340 1.139 0.04
H -4.244 3.880 -3.567 0.30
C 2.278 2.423 -1.289 -0.99
H 3.260 3.481 -3.557 0.36
H 3.528 -0.858 0.138 0.42
O 2.257 -0.253 6.358 -0.60
C 2.351 -3.915 1.953 0.52
C 3.613 2.133 -1.426 1.21
H 3.503 -3.967 3.699 0.25
C -2.367 4.280 -0.230 -0.43
H -5.063 -0.702 -0.919 0.34
H 4.440 -4.153 2.203 0.36
H 0.437 -5.615 -0.579 0.44
C -3.725 4.001 -2.622 -0.85
C -4.345 4.672 -1.569 -0.25
C 4.527 3.106 -2.127 -0.81
C 0.037 -1.944 -1.440 -0.11
N -0.093 -2.329 -0.171 0.59
C -3.246 -0.231 1.275 -1.34
H -5.556 0.603 0.153 0.34
O 2.971 -0.346 4.002 -0.70
N 1.190 -4.626 2.052 -0.02
N 1.895 0.382 -0.146 0.24
C -3.450 0.332 0.015 0.22
C -4.823 0.319 -0.612 -0.94
H -2.004 2.946 -3.323 0.33
H 5.130 0.641 -1.026 0.33
C 0.319 -4.577 -0.864 -0.85
H -0.080 -0.883 -1.629 0.42
H -1.748 -0.683 2.736 0.49
C 3.527 -4.445 2.716 -1.41
H -0.835 -4.771 1.669 0.58
C 1.400 1.519 -0.662 -1.41
C -0.066 1.849 -0.649 1.84
H -5.337 5.088 -1.680 0.37
C -1.965 -0.223 1.772 -0.46
H 3.487 -5.528 2.836 0.41
C -3.640 4.802 -0.375 -0.56
O 0.714 0.251 4.498 -0.69
H -4.593 1.993 -1.623 0.30
C 0.313 -2.821 -2.475 -1.21
O -4.960 1.109 -1.771 -0.54
H 0.668 -4.887 -2.958 0.40
H 0.417 -2.449 -3.485 0.46
C -2.380 0.906 -0.629 -0.05
C -1.731 3.576 -1.277 0.34
C 4.089 0.922 -0.923 -1.19
O 4.198 3.273 -3.502 -0.52
H -0.328 -3.166 2.178 0.07
H -4.055 -0.675 1.842 0.44
C -2.456 3.467 -2.486 -0.03
Sr 1.231 -0.645 2.209 1.27
S 1.875 -0.541 5.003 1.02
H 4.500 4.070 -1.608 0.28
C -0.046 -4.025 1.562 -0.84
H 1.833 3.342 -1.652 0.45
C 0.057 -3.620 0.110 0.62
H -1.845 4.395 0.713 0.44
H -2.523 1.328 -1.607 1.40
C -1.113 0.973 -0.022 0.04
C 3.206 0.094 -0.277 -0.51
C 0.453 -4.168 -2.177 -0.40
H 5.553 2.742 -2.104 0.34
S 1.250 -2.508 4.723 -0.52
C -0.408 3.064 -1.136 -1.21

=====

# 5
19
Properties=species:S:1:pos:R:3:mulliken_charge:R:1 method="wB97M-V/def2-TZVPD" relative_energy_kcal_mol=91.8 energy_ha=-667.14866 lumo_energy_ev=0.31 gap_ev=7.3
C 0.422 -2.883 -0.118 -0.22
H 1.515 -1.388 0.945 0.28
H -1.444 1.100 1.224 0.27
C 1.294 -1.847 -0.012 -0.85
H 2.064 -1.662 -0.728 0.35
H 0.703 2.754 -1.278 0.27
H -1.641 -2.525 -0.257 0.35
H 0.955 1.992 1.114 0.25
H -0.947 -3.309 1.139 0.35
H 0.515 -3.704 -0.824 0.35
H -0.381 3.168 1.405 0.36
H -0.279 3.952 -0.698 0.24
C 0.085 2.513 0.701 -0.53
S -0.104 -0.049 -0.468 -0.50
N 0.539 3.358 -0.441 -0.64
N -0.874 -2.623 0.405 -0.17
C -0.908 1.414 0.315 -0.47
H -0.723 -1.691 0.765 0.07
H -1.688 1.769 -0.382 0.27